Computed, not measured: a 4-piece molecular cluster, C25H51BClNO8 overall, with the ωB97M-V functional and the def2-TZVPD basis.

Values from the calculation:
Total energy: -57812.282 eV
2S+1: 1
Energy relative to the best compared isomer or geometry (same formula, charge and spin): 758.3 kJ/mol
SMILES: C=C[C@@](COCC)(NC[C@H](C)O)[C@H](Cl)OCB(O)OCC.C1CCOC1.C1CCOC1.C1CCOC1
Gap between HOMO and LUMO: 8.903 eV
HOMO level: -8.60 eV

Last column: Löwdin charge in e.
Cartesian coordinates (Å):
Cl -1.89566 -1.42137 0.57430  0.648
O 0.61012 -0.23735 0.07838  -0.217
O -1.51891 7.44305 -1.29625  -0.158
O -4.24614 -6.38729 -0.73489  -0.139
O 2.25442 -1.76817 -3.09876  -0.067
O -3.71091 4.15798 1.11366  -0.143
O 3.40906 -4.75549 0.74610  -0.158
O 0.68570 -1.38352 2.89004  -0.214
O 3.34041 -0.53859 -1.04265  0.024
N -2.17245 1.10474 2.38219  -0.054
C -0.74549 0.03033 0.57986  -0.529
C -5.22236 -5.79201 -1.60077  -0.209
C 3.20582 -6.29777 -1.03843  -0.178
C -3.85054 -4.05464 -0.81664  -0.201
C 0.33321 8.66217 -2.12661  -0.183
C -0.08659 7.50209 -1.25046  -0.215
C -2.36442 3.51056 1.25606  -0.318
C -0.83654 9.60191 -1.98773  -0.184
C 0.61381 -1.13226 -1.08884  -0.120
C 3.98332 -5.10776 -0.52014  -0.201
C 2.96791 -0.91118 -4.05923  -0.242
C 2.17156 -5.46440 0.89833  -0.204
C 1.06340 2.32023 3.42137  -0.013
C 1.83818 -6.06060 -0.45187  -0.180
C -1.28192 4.74437 1.31577  -0.073
C -5.26471 -4.31693 -1.26614  -0.182
C -3.50387 -5.33922 -0.09628  -0.204
C -2.36688 2.56953 2.63974  -0.158
C 4.62597 -1.08397 -3.99394  -0.102
C 0.40182 1.79548 2.17285  -0.076
C -0.39883 -0.47104 3.28002  -0.154
C 1.99780 -0.94729 3.39210  -0.250
C -0.76905 0.66753 2.12435  -0.386
C 3.02587 -2.22288 3.22260  -0.092
C -2.00512 8.64382 -1.91187  -0.206
B 2.15203 -1.11834 -1.75851  -0.346
H 2.53495 -3.14844 3.74410  0.085
H -3.48495 2.68455 3.04749  0.142
H 4.09035 -1.98346 3.68888  0.089
H -0.92499 10.31794 -2.80868  0.116
H 1.29582 -5.32739 -1.06040  0.113
H 3.21022 -6.36757 -2.12911  0.117
H -2.22778 2.82504 0.31741  0.131
H -1.18188 5.10149 2.44529  0.097
H 0.39176 2.48250 4.36615  0.067
H 2.32415 -6.24522 1.65092  0.119
H -1.75779 5.66406 0.73957  0.079
H -2.43519 -5.56743 -0.13560  0.114
H -3.81493 -5.30156 0.95341  0.119
H 1.28793 9.10068 -1.82539  0.116
H -1.36880 -1.15201 3.42063  0.127
H -2.83969 9.04469 -1.33008  0.119
H 0.42704 -2.27912 -0.81443  0.133
H 3.54839 -1.20258 -0.29533  0.126
H 1.39717 -4.78035 1.25728  0.117
H 0.42117 8.33105 -3.16810  0.118
H 1.22753 -6.96420 -0.38024  0.118
H 5.14357 -0.79542 -5.02959  0.086
H 3.22731 -2.52682 2.09682  0.068
H -2.63395 0.60931 3.18969  0.119
H 2.64198 0.22411 -4.02600  0.136
H -5.95671 -4.14238 -0.43382  0.118
H -3.74697 4.66785 0.24247  0.107
H -0.27344 4.36629 0.85343  0.071
H 3.87786 -4.24456 -1.18633  0.111
H 1.98819 -0.46517 4.45873  0.125
H -0.75213 10.16350 -1.04973  0.118
H 2.21807 2.50175 3.48823  0.078
H 4.96967 -0.35051 -3.12005  0.082
H 3.62773 -7.22518 -0.63318  0.118
H -2.36931 8.38270 -2.91148  0.117
H -1.69707 3.03026 3.49794  0.110
H -4.89728 -5.95612 -2.63361  0.116
H -1.21443 0.88917 -0.10315  0.135
H -0.11210 -0.74699 -1.93828  0.144
H 2.65978 -1.30244 -5.14280  0.131
H 0.33211 6.54937 -1.58732  0.118
H 4.86545 -2.22212 -3.73624  0.093
H 5.04788 -5.32395 -0.39494  0.119
H -0.17374 -0.01245 4.33272  0.130
H 0.79476 2.28549 1.15761  0.127
H 2.38231 -0.11593 2.62631  0.120
H 0.20802 7.66416 -0.20821  0.118
H -3.74755 -3.16975 -0.18351  0.054
H -3.20051 -3.92912 -1.69074  0.120
H -5.58047 -3.69708 -2.10911  0.116
H -6.18954 -6.28235 -1.45728  0.117